(1)
Here is 3 unconnected molecules or ions with the total composition C4H17N2O2 in a non-equilibrium geometry from the Open Molecules 2025 dataset. Energies are from the ωB97M-V functional and the def2-TZVPD basis.

The calculation puts the electronic energy at -422.35492 Eh. The HOMO energy is -0.47035 Ha. Its charge is +1.

Each line ends with the Löwdin charge.
Element x y z (Å)
C 0.2258 -1.6417 1.1846  -0.170
C -0.9049 -1.6557 0.1556  -0.206
C -0.9662 -0.4752 -0.8031  -0.172
C 0.4629 -0.2412 -1.4087  -0.280
N 1.0193 -1.5251 -1.8045  -0.005
N 0.0488 -0.4519 2.0873  0.154
H 1.2260 -1.6056 0.7523  0.114
H 0.2545 -2.5977 1.7311  0.134
H -0.9248 -2.6608 -0.2603  0.120
H -1.8097 -1.6770 0.8111  0.124
H -1.4617 0.3994 -0.3785  0.103
H -1.6535 -0.7399 -1.6201  0.118
H 0.4153 0.4716 -2.2387  0.111
H 1.1200 0.1834 -0.6528  0.083
H 0.4838 -1.9096 -2.5911  0.093
H 1.9231 -1.4715 -2.2640  0.083
H 0.2380 0.4207 1.4512  0.094
H -0.9485 -0.3990 2.2991  0.157
H 0.6094 -0.1945 2.8952  0.165
H 1.5539 2.1225 1.4023  0.094
H 0.4987 2.4132 0.4088  0.038
O 0.6029 1.9627 1.2831  -0.058
H -0.6205 3.7452 -1.5604  0.072
H -0.8524 4.1563 -0.2031  0.077
O -0.5401 3.3714 -0.6763  -0.043

(2)
Here is 13 unconnected molecules or ions with the total composition C69H163N9O13 in a non-equilibrium geometry from the Open Molecules 2025 dataset. Energies are from the ωB97M-V functional and the def2-TZVPD basis.

The calculation puts the electronic energy at -4197.27839 Eh. The HOMO energy is -0.30340 Ha.

Each line ends with the Löwdin charge.
Element x y z (Å)
C -3.3508 -3.3441 2.4708  -0.079
C -2.6337 -3.9635 3.6900  -0.411
C -1.1958 -3.4660 3.6629  -0.219
O -1.1565 -2.1461 4.1231  -0.209
C 0.0422 -1.7779 4.6296  -0.141
N -3.2355 -3.5756 4.9813  0.050
H -2.8835 -3.6321 1.4792  0.092
H -3.4066 -2.2555 2.5990  0.063
H -4.3305 -3.8870 2.4989  0.091
H -2.6592 -5.0711 3.5535  0.143
H -0.9572 -3.5359 2.6075  0.107
H -0.4768 -4.1261 4.2047  0.138
H 0.2859 -2.4353 5.4395  0.086
H 0.0078 -0.7196 5.0396  0.095
H 0.7991 -1.7866 3.7583  0.098
H -2.9729 -2.6221 5.1999  0.065
H -4.2447 -3.5536 4.9398  0.051
C 2.7770 3.0670 5.8677  -0.067
C 2.1785 3.0084 4.4907  -0.457
C 1.0212 1.9977 4.3753  -0.187
O 0.5749 2.0753 3.0474  -0.235
C -0.7116 1.5070 2.9670  -0.093
N 1.7664 4.3429 4.0951  0.059
H 3.5269 3.8763 5.7535  0.091
H 3.2747 2.0930 6.0803  0.083
H 2.0324 3.2677 6.6530  0.085
H 2.9862 2.6040 3.8425  0.120
H 0.2388 2.4235 4.9838  0.123
H 1.2780 0.9339 4.6359  0.120
H -1.4105 2.2696 3.3150  0.090
H -0.8521 0.5946 3.5123  0.068
H -0.9084 1.3349 1.8916  0.077
H 0.9260 4.3692 3.4909  0.087
H 1.5704 4.8730 4.9091  0.047
C 2.9379 -4.5419 1.1125  -0.024
C 4.5149 -4.4033 1.0817  -0.374
C 5.1925 -5.3730 0.1218  -0.166
O 4.8853 -6.7464 0.4945  -0.182
C 5.1371 -7.6337 -0.4962  -0.165
N 4.9594 -3.0557 0.7237  0.034
H 2.5271 -4.0870 2.0491  0.080
H 2.6688 -5.5774 1.2688  0.063
H 2.4462 -4.1600 0.2201  0.036
H 4.8693 -4.6639 2.0963  0.146
H 6.2154 -5.1841 0.2014  0.105
H 4.8765 -5.2344 -0.9356  0.115
H 6.1792 -7.6586 -0.7383  0.076
H 4.5777 -7.4985 -1.4253  0.087
H 4.9446 -8.5927 0.0261  0.105
H 4.8128 -2.9765 -0.3389  0.091
H 5.9833 -3.0049 0.8203  0.101
C -3.3739 5.3824 5.2091  -0.067
C -4.3580 6.2687 4.4693  -0.416
C -3.8064 6.7381 3.1758  -0.236
O -3.3559 5.6066 2.4430  -0.216
C -2.8909 5.8864 1.1280  -0.102
N -5.7030 5.5899 4.2730  0.057
H -3.8747 5.0440 6.1682  0.094
H -2.4685 5.9251 5.4768  0.076
H -3.1934 4.4353 4.6726  0.068
H -4.5755 7.1556 5.0667  0.135
H -3.0054 7.4769 3.2518  0.125
H -4.6279 7.2611 2.6159  0.134
H -2.5388 4.8509 0.8105  0.094
H -2.1544 6.7035 1.0692  0.080
H -3.6891 6.1350 0.3810  0.092
H -5.6925 5.0235 3.4764  0.014
H -6.4586 6.2859 4.2977  0.077
C 5.1347 1.7161 2.0905  -0.087
C 5.4871 0.3888 1.5529  -0.287
O 4.5003 -0.6054 2.0125  -0.135
H 5.0162 1.7071 3.1794  0.063
H 4.1780 2.0658 1.6428  0.080
H 5.9816 2.4385 1.9000  0.087
H 6.5021 0.0489 1.8131  0.116
H 5.4129 0.3477 0.4766  0.089
H 4.7287 -1.4210 1.5390  0.014
C 5.5239 -1.5856 -4.0916  -0.079
C 4.6370 -1.9808 -2.9360  -0.276
O 4.8685 -3.3515 -2.4073  -0.149
H 5.4868 -0.5377 -4.3748  0.056
H 5.3665 -2.0338 -5.0863  0.076
H 6.5614 -1.7996 -3.7884  0.084
H 3.6006 -1.8840 -3.2214  0.074
H 4.8284 -1.4192 -2.0412  0.089
H 4.0476 -3.9252 -2.5603  0.055
C -0.3815 7.9096 -2.9232  -0.099
C -0.7988 6.9812 -1.8255  -0.252
O 0.3304 6.8561 -0.7804  -0.126
H 0.5648 7.6400 -3.3482  0.067
H -0.2666 8.9045 -2.4847  0.079
H -1.2318 7.9368 -3.6265  0.085
H -1.1376 6.0111 -2.2326  0.097
H -1.5698 7.3460 -1.1017  0.103
H 1.0354 6.3197 -1.1523  0.016
C 5.6840 -0.7104 5.3194  -0.065
C 4.2583 -1.2796 5.4069  -0.310
O 3.3813 -0.5235 4.6132  -0.105
H 6.3855 -1.0058 6.0550  0.057
H 5.6745 0.3791 5.2113  0.076
H 6.1109 -1.0494 4.4183  0.042
H 3.8845 -1.2927 6.4012  0.091
H 4.2284 -2.3542 5.1290  0.114
H 3.8553 -0.4626 3.7586  0.039
C 2.3947 -4.1061 -5.1498  -0.020
C 1.1496 -4.2504 -4.2696  -0.485
C 0.0308 -4.9425 -5.0983  -0.121
C -1.2102 -5.5542 -4.3117  -0.144
C -0.5820 -6.5096 -3.2592  -0.136
C 0.4819 -5.8777 -2.3106  -0.509
N 1.5164 -5.2320 -3.1764  -0.087
O 2.4983 -4.6632 -2.3865  -0.071
C -0.1931 -5.1167 -1.1649  -0.020
C 1.2351 -6.9874 -1.6311  -0.059
C 0.6931 -2.8607 -3.7850  -0.022
H 2.1464 -3.6305 -6.0893  0.083
H 2.8130 -5.1145 -5.3002  0.104
H 3.0771 -3.3646 -4.6700  0.070
H -0.2548 -4.3123 -5.9703  0.123
H 0.6271 -5.8592 -5.4459  0.132
H -1.8365 -6.1144 -4.9813  0.092
H -1.8494 -4.6560 -3.8416  0.113
H -0.0716 -7.3020 -3.8291  0.116
H -1.3223 -7.0307 -2.6053  0.129
H -1.0715 -4.5057 -1.4288  0.072
H -0.4750 -5.7711 -0.3238  0.099
H 0.5226 -4.3377 -0.8065  0.060
H 1.8133 -7.5757 -2.4132  0.112
H 1.8533 -6.8201 -0.7634  0.067
H 0.4943 -7.7496 -1.3329  0.090
H -0.3324 -2.7999 -3.3917  0.079
H 0.6101 -2.2352 -4.6583  0.093
H 1.3419 -2.2794 -3.1764  0.037
H 2.0303 -3.9313 -1.9039  0.088
C 3.6716 6.1929 -0.6406  -0.041
C 5.0049 5.6959 -1.0847  -0.543
C 5.7749 5.2344 0.1311  -0.156
C 7.0687 4.5639 -0.2406  -0.158
C 6.6913 3.2639 -1.0658  -0.110
C 5.8907 3.6345 -2.3371  -0.539
N 4.7875 4.4846 -1.9084  -0.063
O 4.1155 4.9477 -3.1047  -0.061
C 6.8155 4.3309 -3.3554  -0.040
C 5.2852 2.3746 -2.9625  -0.043
C 5.6964 6.8101 -1.8878  -0.028
H 3.2410 6.6609 -1.4952  0.065
H 3.7624 6.9056 0.1834  0.104
H 3.0447 5.3802 -0.2616  0.092
H 5.7924 6.1149 0.7452  0.119
H 5.2223 4.4683 0.6300  0.104
H 7.6253 4.1694 0.6241  0.107
H 7.6858 5.3236 -0.8266  0.116
H 6.2656 2.4840 -0.4012  0.097
H 7.6799 2.8305 -1.3669  0.126
H 6.1693 4.9710 -4.0331  0.101
H 7.6083 4.9131 -2.9023  0.052
H 7.4097 3.5510 -3.9642  0.108
H 6.1926 1.6551 -3.1446  0.112
H 4.5768 1.8524 -2.3141  0.066
H 4.8356 2.5977 -3.9390  0.083
H 6.7096 6.5773 -2.1610  0.041
H 5.7602 7.8027 -1.3272  0.112
H 5.1147 7.0005 -2.8382  0.101
H 3.2222 4.5825 -3.0216  0.087
C -5.5755 1.5013 0.1118  0.000
C -4.7602 0.8929 1.2978  -0.499
C -4.4498 1.8901 2.4414  -0.142
C -5.6798 2.2276 3.1865  -0.195
C -6.2262 0.9663 3.8760  -0.101
C -6.4393 -0.2224 2.8875  -0.506
N -5.2825 -0.3038 1.9694  -0.101
O -5.5766 -1.2705 1.0026  -0.028
C -6.6098 -1.5428 3.6665  -0.020
C -7.7177 -0.0392 2.1373  -0.044
C -3.4416 0.4481 0.7852  -0.074
H -6.4846 2.0234 0.2902  0.053
H -5.7762 0.7275 -0.6793  0.080
H -4.9326 2.2128 -0.3873  0.076
H -3.7635 1.3400 3.0950  0.120
H -3.8881 2.7467 2.0465  0.120
H -6.4254 2.8629 2.6346  0.130
H -5.3998 2.9311 3.9442  0.078
H -7.1220 1.1745 4.5024  0.132
H -5.4440 0.6613 4.5645  0.115
H -7.2646 -1.2303 4.5090  0.095
H -7.1226 -2.3207 3.1514  0.069
H -5.6042 -1.8207 4.0374  0.074
H -7.7095 0.7888 1.4702  0.061
H -8.0616 -0.8770 1.5672  0.079
H -8.5186 0.1237 2.8310  0.084
H -2.8359 1.3118 0.5200  0.063
H -3.3873 -0.0749 -0.1938  0.079
H -2.8674 -0.1482 1.5929  0.117
H -4.9149 -1.9528 1.1320  0.061
C 1.6040 2.3144 -2.1874  -0.023
C 0.4764 2.0424 -1.1685  -0.487
C -0.6832 1.2983 -1.8870  -0.097
C -0.3926 -0.2073 -2.1571  -0.152
C -0.1955 -0.8515 -0.7700  -0.131
C 0.9501 -0.2407 -0.0303  -0.473
N 0.7680 1.2416 0.0149  -0.048
O 1.9444 1.8250 0.6749  -0.062
C 1.1898 -0.7197 1.4139  -0.011
C 2.2292 -0.6605 -0.7861  -0.033
C -0.0101 3.4136 -0.6382  -0.010
H 2.0801 1.4714 -2.6862  0.066
H 2.3460 2.9173 -1.6687  0.064
H 1.1263 2.8303 -3.0500  0.097
H -1.6015 1.3901 -1.3740  0.081
H -0.9008 1.7662 -2.8361  0.111
H 0.5166 -0.3762 -2.6874  0.069
H -1.2073 -0.7239 -2.5579  0.058
H -0.0468 -1.9244 -0.9185  0.100
H -1.2312 -0.7385 -0.2369  0.133
H 1.5525 0.0900 1.9759  0.047
H 0.2034 -1.0100 1.8935  0.083
H 1.7748 -1.6746 1.5965  0.098
H 2.2272 -0.4729 -1.8747  0.054
H 3.1012 -0.1932 -0.2556  0.093
H 2.3626 -1.7435 -0.6679  0.069
H -0.3726 3.9021 -1.5258  0.062
H 0.8608 4.0117 -0.3074  0.081
H -0.7827 3.3798 0.1003  0.064
H 1.5367 1.9884 1.5775  0.078
C -3.4019 -2.1332 -4.8503  -0.036
C -4.5019 -2.1762 -3.8324  -0.537
C -5.2327 -0.8725 -3.8442  -0.138
C -6.5759 -0.8677 -3.0717  -0.185
C -7.4731 -1.9564 -3.5561  -0.158
C -6.7695 -3.3324 -3.4992  -0.514
N -5.4971 -3.2252 -4.2330  -0.094
O -4.8559 -4.4874 -4.2601  -0.046
C -6.6295 -3.8632 -2.0304  -0.004
C -7.6493 -4.2748 -4.3428  -0.048
C -3.8617 -2.4657 -2.4582  -0.013
H -2.7509 -3.0172 -4.7865  0.066
H -2.8203 -1.2757 -4.5639  0.075
H -3.7358 -1.9611 -5.8677  0.092
H -4.5643 -0.1005 -3.3857  0.133
H -5.3126 -0.6914 -4.9431  0.132
H -6.9536 0.1698 -3.2572  0.128
H -6.3395 -1.0649 -2.0171  0.089
H -7.8708 -1.7150 -4.6203  0.146
H -8.3907 -1.9962 -2.9247  0.129
H -6.1019 -3.0950 -1.4371  0.055
H -7.6108 -4.1567 -1.6731  0.080
H -5.9790 -4.7751 -2.1384  0.095
H -7.2823 -5.3347 -4.3543  0.095
H -8.6238 -4.3077 -3.9330  0.062
H -7.7552 -3.8147 -5.3484  0.094
H -3.5678 -3.5441 -2.4107  0.097
H -4.4156 -2.1530 -1.6181  0.037
H -2.9872 -1.8175 -2.4613  0.059
H -5.2151 -4.8433 -5.0943  0.112

(3)
Here is a molecular structure, C5H10N2O in a non-equilibrium geometry from the Open Molecules 2025 dataset. Energies are from the ωB97M-V functional and the def2-TZVPD basis.

The calculation puts the electronic energy at -380.90112 Eh. The HOMO energy is -0.28651 Ha.

Each line ends with the Löwdin charge.
Element x y z (Å)
O -0.5564 -3.4033 -0.0123  0.058
C 0.0998 -2.9037 0.8765  -0.281
C 0.3611 -1.4911 1.0074  -0.002
C 0.3917 -0.5846 -0.0898  -0.204
C -0.6738 0.5914 -0.1143  -0.205
C -0.1636 1.6292 0.9607  -0.276
N -1.2600 0.9717 1.4071  0.072
N 0.4391 1.7400 -2.1229  -0.040
H 0.5891 -3.4988 1.6767  0.124
H 0.1315 -1.0575 1.9872  0.129
H 1.4064 -0.1337 -0.1110  0.148
H 0.2618 -1.1839 -0.9963  0.124
H -0.3191 1.2960 -1.1589  0.017
H -1.6118 0.0842 -0.3198  0.155
H -0.3785 2.6926 0.7812  0.103
H 0.7769 1.5402 1.5168  0.123
H 0.3043 1.0407 -2.8453  -0.021
H 0.2016 2.6705 -2.4428  -0.024

(4)
Here is a molecular structure, C48H40AsF5FeN5O3PTe in a non-equilibrium geometry from the Open Molecules 2025 dataset. Energies are from the ωB97M-V functional and the def2-TZVPD basis.

The multiplicity is 5. The calculation puts the electronic energy at -6961.08390 Eh. As for the expectation value of S²: 6.011. The HOMO energy (spin up / spin down) is -0.31333 / -0.31333 Ha.

Each line ends with the Löwdin spin population.
Element x y z (Å)
Fe -9.4203 -15.5026 11.7333  3.718
C -10.1508 -15.0434 14.5412  0.004
N -8.8502 -15.3497 13.9023  0.036
C -7.8008 -14.3533 14.0350  0.002
C -8.1360 -13.1899 13.1450  0.001
N -8.9325 -13.3214 12.0913  0.029
C -9.3633 -12.0248 11.7737  0.003
C -10.3816 -11.5899 10.9240  0.000
C -10.7139 -10.2514 10.9636  0.000
C -10.0098 -9.3356 11.7561  0.000
C -9.0279 -9.7437 12.6212  0.000
C -8.7390 -11.1147 12.6139  0.001
N -7.9444 -11.9037 13.4652  0.000
C -11.1729 -14.5661 13.5456  0.016
N -11.2972 -15.0345 12.3348  0.035
C -12.4502 -14.4705 11.7692  0.007
C -13.1339 -14.8106 10.5830  0.001
C -14.3704 -14.1976 10.4092  0.000
C -14.8914 -13.2695 11.3118  0.000
C -14.2131 -12.9542 12.4812  0.000
C -12.9953 -13.5976 12.7220  0.002
N -12.1363 -13.6493 13.8210  0.006
H -10.6000 -15.9472 14.9845  0.000
H -10.0674 -14.3122 15.3286  0.001
H -8.5412 -16.2463 14.2560  0.001
H -7.6903 -13.9995 15.0730  0.001
H -6.8454 -14.7934 13.7101  0.000
H -10.9398 -12.2603 10.3073  0.000
H -11.5914 -9.8491 10.4460  0.000
H -10.2330 -8.2640 11.7502  0.000
H -8.5237 -9.0645 13.3089  0.000
H -7.4593 -11.6016 14.2759  0.000
H -12.8004 -15.5501 9.8624  0.000
H -14.9435 -14.4648 9.5456  0.000
H -15.8546 -12.7871 11.1069  0.000
H -14.6266 -12.2844 13.2474  0.000
H -12.3418 -13.3007 14.7384  0.000
O -5.8175 -16.9138 12.6206  0.011
C -6.6718 -16.8588 11.7623  0.010
O -7.4400 -15.8620 11.5541  0.056
C -6.8442 -18.0821 10.8435  0.001
P -8.4036 -18.9928 11.2771  0.003
C -7.9873 -20.4167 12.3781  0.001
C -7.8562 -20.0922 13.7237  0.000
C -7.4135 -21.0308 14.6207  0.000
C -7.0656 -22.3218 14.1843  0.000
C -7.2111 -22.6154 12.8436  0.000
C -7.6304 -21.6719 11.9403  0.000
C -9.0704 -19.8325 9.8082  0.000
C -8.4206 -20.1464 8.6222  0.000
C -9.0790 -20.9369 7.6901  0.000
C -10.3788 -21.3603 7.9345  0.000
C -11.0118 -21.1227 9.1604  0.000
C -10.3211 -20.3559 10.0892  0.000
H -5.9742 -18.7598 10.9101  0.000
H -6.9113 -17.7827 9.7807  0.000
H -8.2196 -19.0702 14.0244  0.000
H -7.2897 -20.6951 15.6393  0.000
H -6.6798 -23.0165 14.9186  0.000
H -7.0114 -23.5876 12.4634  0.000
H -7.6848 -21.9880 10.9041  0.000
H -7.4265 -19.7828 8.4926  0.000
H -8.5866 -21.1619 6.7717  0.000
H -10.8937 -21.9622 7.2065  0.000
H -11.9599 -21.5782 9.3844  0.000
H -10.7938 -20.1593 11.0598  0.000
C -6.2566 -16.7291 6.4067  0.001
C -6.1471 -15.7252 7.3605  0.000
C -7.2482 -15.3709 8.1055  0.000
C -8.4684 -16.0239 7.9269  0.003
C -8.5469 -17.0975 7.0590  0.001
C -7.4473 -17.4272 6.2942  0.000
As -9.9730 -15.4163 8.9627  0.016
C -10.5056 -13.8035 7.9721  0.003
C -9.9118 -12.5479 7.9981  0.001
C -10.4199 -11.5093 7.1995  0.000
C -11.5569 -11.7287 6.4410  0.001
C -12.2095 -12.9654 6.4407  0.000
C -11.6764 -13.9909 7.2064  0.001
C -12.2427 -15.3466 7.2525  0.001
C -13.3956 -15.7939 6.6493  0.000
C -13.8224 -17.1067 6.7939  0.001
C -13.0735 -18.0259 7.5212  0.000
C -11.9238 -17.5716 8.1775  0.001
C -11.4927 -16.2724 8.0328  0.003
H -5.4283 -16.9648 5.7741  0.000
H -5.2351 -15.1909 7.5354  0.000
H -7.2269 -14.5550 8.8132  0.000
H -9.4704 -17.6495 6.9567  0.000
H -7.4989 -18.2709 5.5909  0.000
H -9.0728 -12.3818 8.6384  0.000
H -9.9516 -10.5457 7.2873  0.000
H -11.9790 -10.9119 5.8809  0.000
H -13.1206 -13.1359 5.8926  0.000
H -13.9448 -15.1067 6.0020  0.000
H -14.7317 -17.4334 6.3173  0.000
H -13.4103 -19.0307 7.6458  0.000
H -11.3551 -18.2833 8.7843  0.000
F -12.9317 -19.2834 15.3237  0.000
Te -12.2571 -18.3229 13.9303  0.000
F -11.6370 -20.0325 13.2936  0.000
F -14.0348 -18.5459 12.9870  0.000
F -10.6189 -18.2544 15.1111  0.000
F -12.8605 -16.6800 14.9778  0.000
O -9.4291 -18.0319 11.8319  0.021